Record 1
C36H103N9O11 | ωB97M-V/def2-TZVPD

```
159
Properties=species:S:1:pos:R:3:mulliken_charge:R:1
C 8.4105 9.0597 0.5418 -0.69
O 7.7136 9.0179 -0.7208 -0.34
C 7.8558 7.8581 -1.5670 -0.56
C 7.3043 6.5471 -0.9070 0.49
C 7.4675 5.1976 -1.6309 -1.55
N 5.9302 6.6473 -0.4850 -0.59
H 9.4945 9.1002 0.4341 0.30
H 8.2486 8.1747 1.1571 0.29
H 8.0852 9.9299 1.1119 0.26
H 7.2870 8.1835 -2.4380 0.22
H 8.8924 7.8689 -1.9037 0.37
H 7.9077 6.3292 -0.0258 0.21
H 8.5228 4.9366 -1.7102 0.37
H 7.1272 5.2070 -2.6664 0.34
H 6.9762 4.3936 -1.0828 0.36
H 5.3623 6.9954 -1.2442 0.23
H 5.8999 7.4012 0.1864 0.31
C -6.8957 2.1429 5.2108 -0.75
O -5.7807 1.2325 5.2901 -0.28
C -6.0681 -0.0324 5.7683 -0.72
C -4.7295 -0.7146 6.2783 0.40
C -3.7432 -0.9755 5.1260 -1.39
N -4.9959 -1.8979 7.0423 -0.68
H -7.7417 1.6815 4.7014 0.31
H -6.7362 3.0632 4.6490 0.22
H -7.2062 2.3586 6.2331 0.31
H -6.7470 0.0613 6.6159 0.36
H -6.6617 -0.6125 5.0618 0.32
H -4.2803 0.0325 6.9326 0.28
H -4.0435 -1.8048 4.4855 0.33
H -2.7629 -1.1748 5.5589 0.36
H -3.5576 -0.0504 4.5801 0.37
H -4.6767 -2.7485 6.6011 0.26
H -4.4205 -1.7862 7.8647 0.28
C 1.4711 -0.9373 0.3208 -0.75
O 0.3762 -1.5166 -0.3428 -0.26
C -0.5560 -0.5769 -0.7701 -0.71
C -1.8706 -1.2508 -1.1530 0.43
C -1.7730 -2.2706 -2.2774 -1.28
N -2.8656 -0.3522 -1.6341 -0.73
H 2.0757 -0.3028 -0.3273 0.28
H 2.1286 -1.7129 0.7134 0.25
H 1.1254 -0.3575 1.1767 0.32
H -0.8602 0.1111 0.0187 0.33
H -0.1634 0.0050 -1.6039 0.35
H -2.2209 -1.6827 -0.2155 0.24
H -2.7566 -2.6116 -2.6003 0.36
H -1.2339 -3.1868 -2.0366 0.33
H -1.1841 -1.8922 -3.1129 0.30
H -2.9598 0.3108 -0.8780 0.26
H -3.7304 -0.8693 -1.5645 0.28
C -1.0425 -7.3807 1.7072 -0.70
O -1.5646 -8.6907 2.1048 -0.37
C -1.4367 -9.7310 1.1310 -0.79
C -2.3054 -9.5081 -0.1821 0.48
C -3.7637 -9.3942 0.0411 -1.26
N -2.0721 -10.5273 -1.1874 -0.79
H -1.7182 -6.7587 1.1201 0.24
H -0.1416 -7.5373 1.1140 0.33
H -0.7021 -6.8724 2.6094 0.27
H -0.3874 -9.8322 0.8539 0.35
H -1.7784 -10.6659 1.5751 0.36
H -1.9084 -8.6102 -0.6556 0.34
H -4.0584 -10.2151 0.6948 0.30
H -4.2802 -9.5454 -0.9068 0.42
H -3.9331 -8.3839 0.4133 0.26
H -2.6905 -10.2918 -1.9504 0.27
H -1.2072 -10.2524 -1.6305 0.28
C -2.2466 8.1761 0.0667 -0.71
O -2.8932 7.4978 1.1040 -0.34
C -4.3584 7.3506 0.9551 -0.66
C -4.5373 5.9492 0.2282 0.39
C -6.0818 5.5933 -0.1215 -1.32
N -3.9151 4.8826 0.9989 -0.58
H -2.5114 9.2331 0.0388 0.28
H -2.4582 7.8095 -0.9377 0.30
H -1.1721 8.0455 0.1953 0.26
H -4.8405 7.4043 1.9313 0.31
H -4.8048 8.1465 0.3590 0.33
H -3.9810 5.9982 -0.7079 0.20
H -6.0577 4.7686 -0.8338 0.35
H -6.5207 6.4026 -0.7051 0.36
H -6.7652 5.3347 0.6872 0.33
H -3.1180 5.3168 1.4417 0.29
H -4.5380 4.5479 1.7201 0.21
C 4.8645 3.1223 7.1716 -0.74
O 3.8259 3.9755 6.6326 -0.32
C 3.1501 3.4445 5.4757 -0.67
C 2.0697 4.4325 5.0971 0.60
C 0.7547 4.3678 5.9352 -1.28
N 1.7173 4.3679 3.7264 -0.76
H 5.6247 2.8702 6.4323 0.29
H 4.3675 2.2059 7.4899 0.31
H 5.3059 3.5282 8.0818 0.25
H 3.8277 3.2632 4.6414 0.35
H 2.8199 2.4238 5.6686 0.35
H 2.5102 5.4200 5.2348 0.19
H -0.0530 4.8853 5.4175 0.36
H 0.8646 4.8455 6.9087 0.31
H 0.5133 3.3271 6.1513 0.28
H 1.1797 5.1558 3.3943 0.23
H 2.4743 4.4743 3.0663 0.24
C 7.9522 -6.7403 3.9553 -0.74
O 8.5193 -7.6954 4.8408 -0.28
C 8.1042 -9.0471 4.6167 -0.80
C 8.4555 -10.0081 5.7500 0.52
C 9.9592 -9.8739 6.0298 -1.29
N 8.2324 -11.3624 5.4194 -0.73
H 8.3866 -5.7756 4.2176 0.24
H 6.8718 -6.6614 4.0757 0.30
H 8.1875 -6.9497 2.9118 0.30
H 7.0453 -9.2088 4.4152 0.34
H 8.6265 -9.3576 3.7118 0.37
H 8.0534 -9.6321 6.6908 0.25
H 10.4180 -9.6456 5.0677 0.29
H 10.4454 -10.7124 6.5284 0.36
H 10.1503 -8.9137 6.5089 0.32
H 7.2545 -11.5685 5.5652 0.26
H 8.5781 -11.8913 6.2073 0.31
C 2.8328 7.2918 -5.3105 -0.72
O 2.1467 6.6204 -4.2585 -0.37
C 1.1115 5.6588 -4.6651 -0.80
C 1.7137 4.3980 -5.3256 0.58
C 0.6368 3.4329 -5.8337 -1.55
N 2.5834 3.5839 -4.4693 -0.70
H 3.6466 6.6548 -5.6567 0.27
H 3.3173 8.1804 -4.9059 0.25
H 2.1900 7.5473 -6.1530 0.33
H 0.6264 5.3194 -3.7500 0.30
H 0.3473 6.1800 -5.2417 0.41
H 2.2690 4.8769 -6.1320 0.31
H 0.9817 2.4763 -6.2261 0.38
H 0.1423 3.9509 -6.6554 0.41
H -0.1664 3.2699 -5.1149 0.34
H 2.9668 4.3142 -3.8865 0.28
H 1.9938 3.1114 -3.7991 0.27
C -5.4733 -6.1237 -9.5706 -0.77
O -5.4276 -4.8015 -9.1166 -0.31
C -5.7640 -3.8829 -10.1344 -0.79
C -5.6809 -2.4066 -9.6718 0.43
C -4.2318 -2.0828 -9.1978 -1.31
N -6.6592 -2.1607 -8.6336 -0.73
H -4.6110 -6.2860 -10.2172 0.30
H -6.3856 -6.4678 -10.0579 0.31
H -5.4581 -6.7930 -8.7104 0.26
H -5.0473 -4.0882 -10.9295 0.41
H -6.8016 -4.0043 -10.4454 0.36
H -5.9165 -1.7985 -10.5451 0.28
H -3.4600 -2.3902 -9.9035 0.35
H -4.0399 -2.4948 -8.2071 0.30
H -4.2074 -1.0006 -9.0705 0.37
H -6.4155 -1.3374 -8.1017 0.25
H -6.5769 -2.8538 -7.9036 0.27
O -8.3542 -1.5349 -1.2216 -0.63
H -8.7453 -1.8151 -0.3941 0.32
H -8.8264 -0.7346 -1.4514 0.31
O -6.2286 2.2928 -5.0685 -0.64
H -7.1006 2.0539 -4.7543 0.31
H -5.6345 1.9877 -4.3827 0.32
```

**Kohn-Sham gap**: 9.22 eV
**LUMO**: 0.00620 Eh
**Energy relative to the best compared isomer or geometry (same formula, charge and spin)**: 396.4 kJ/mol
**M**: 838.3 Da
**Net charge**: 0
**Structure (SMILES)**: COC[C@H](C)N.COC[C@H](C)N.COC[C@H](C)N.COC[C@H](C)N.COC[C@H](C)N.COC[C@H](C)N.COC[C@H](C)N.COC[C@H](C)N.COC[C@H](C)N.O.O
**Maximum force**: 3.59 eV Å⁻¹
**E**: -74926.916 eV



Record 2
C63H94N9O3SeTa | ωB97M-V/def2-TZVPD

```
171
Properties=species:S:1:pos:R:3:mulliken_charge:R:1
Ta -0.6398 0.6039 0.2246 -0.51
C -2.0129 -6.3568 -3.4816 -2.01
C -0.7439 -5.5852 -3.8567 1.62
C 0.4489 -6.5479 -3.8209 -1.37
C -0.9165 -5.0517 -5.2894 -1.67
C -0.5278 -4.3668 -2.9745 0.23
C -1.5330 -3.8379 -2.1798 -0.80
C -1.3927 -2.6085 -1.5564 0.61
C -2.6437 -2.0244 -0.9582 -1.91
N -2.5988 -1.4455 0.3933 1.36
C -3.9759 -1.1191 0.7881 -1.66
C -4.2915 0.3682 0.6514 -0.91
N -3.3776 1.2229 1.4147 1.52
C -3.4306 0.9366 2.8550 -2.00
C -2.0709 0.5860 3.4977 -0.76
N -1.2082 -0.3582 2.7713 1.50
C -1.8206 -1.7063 2.7512 -2.31
C -1.9459 -2.3338 1.3569 0.16
C 0.1153 -0.4543 3.4162 -2.21
C 1.1756 0.6710 3.3852 1.31
C 2.2946 0.1483 4.2499 -1.47
C 3.4739 0.8019 4.2430 -0.16
C 3.4881 2.0034 3.4284 -1.31
C 2.8464 1.9414 2.1448 1.27
C 1.7748 1.0776 2.0481 0.09
O 1.0437 0.7392 0.9986 1.22
C 3.3656 2.8125 0.9969 1.53
C 2.2746 3.7933 0.5427 -1.21
C 3.7287 1.9197 -0.1905 -1.59
C 4.6045 3.6243 1.3863 -2.42
C 4.6716 0.3923 5.0764 1.69
C 4.9945 -1.0738 4.7630 -1.70
C 4.3317 0.5696 6.5614 -1.76
C 5.9119 1.2286 4.7590 -1.96
C -3.7119 2.6322 1.1468 -2.19
C -3.5564 3.1192 -0.2794 0.50
C -4.3742 4.1552 -0.7098 -0.45
C -4.2003 4.7600 -1.9490 -0.66
C -3.1619 4.2921 -2.7493 -0.61
C -2.3425 3.2337 -2.3956 -0.45
C -2.5513 2.6342 -1.1363 0.25
O -1.7948 1.6087 -0.6984 1.45
C -1.2723 2.7092 -3.3495 2.56
C 0.1220 2.7725 -2.7042 -1.62
C -1.6589 1.2689 -3.7246 -2.01
C -1.1716 3.5321 -4.6409 -2.47
C -5.0608 5.9183 -2.4251 1.96
C -5.2976 5.8305 -3.9404 -1.77
C -6.4207 5.9481 -1.7197 -1.94
C -4.3132 7.2235 -2.1144 -1.65
C -0.2039 -1.8638 -1.6718 0.52
O -0.1679 -0.7084 -0.9692 1.95
C 0.8330 -2.3724 -2.4868 0.15
C 0.6324 -3.6127 -3.0857 -1.09
C 2.0433 -1.5827 -2.9831 2.21
C 1.5567 -0.8436 -4.2425 -1.82
C 3.2326 -2.4774 -3.3704 -2.20
C 2.5823 -0.5451 -1.9971 -1.58
H -2.0822 -7.2567 -4.0863 0.49
H -2.9032 -5.7648 -3.6791 0.40
H -2.0074 -6.6578 -2.4364 0.30
H 0.2602 -7.3849 -4.4896 0.50
H 0.6037 -6.9420 -2.8187 0.10
H 1.3677 -6.0687 -4.1445 0.30
H -1.1886 -5.8632 -5.9580 0.49
H 0.0008 -4.6008 -5.6574 0.32
H -1.7019 -4.3006 -5.3248 0.35
H -2.4694 -4.3599 -2.0702 0.62
H -3.4042 -2.8213 -0.9747 0.81
H -2.9874 -1.2293 -1.6322 0.40
H -4.1503 -1.4477 1.8110 0.48
H -4.6936 -1.6624 0.1644 0.55
H -5.3349 0.5297 0.9686 0.44
H -4.2098 0.6616 -0.3984 0.36
H -4.1563 0.1433 3.0490 0.41
H -3.7923 1.8120 3.4067 0.60
H -2.2845 0.1961 4.5038 0.36
H -1.5161 1.5111 3.6137 0.51
H -2.7997 -1.6453 3.2277 0.69
H -1.2319 -2.4070 3.3497 0.54
H -2.5146 -3.2699 1.4736 0.80
H -0.9355 -2.5882 0.9904 -0.63
H 0.6137 -1.3179 2.9687 0.35
H -0.0525 -0.6625 4.4843 0.56
H 2.1306 -0.7594 4.8056 0.77
H 4.3334 2.6604 3.5248 0.96
H 1.3840 3.2609 0.2065 -0.34
H 2.6417 4.3916 -0.2885 0.74
H 2.0021 4.4714 1.3494 0.28
H 2.8565 1.3563 -0.4958 -0.11
H 4.5268 1.2284 0.0692 0.46
H 4.0599 2.5314 -1.0273 0.63
H 4.4003 4.3070 2.2089 0.43
H 4.9152 4.2242 0.5342 0.46
H 5.4359 2.9717 1.6445 0.37
H 4.1712 -1.7355 5.0133 0.34
H 5.8674 -1.3924 5.3253 0.54
H 5.2117 -1.1854 3.7031 0.31
H 3.4641 -0.0198 6.8465 0.25
H 4.1245 1.6182 6.7796 0.36
H 5.1767 0.2595 7.1695 0.48
H 6.1705 1.1542 3.7063 0.34
H 6.7497 0.8545 5.3396 0.45
H 5.7740 2.2723 5.0263 0.40
H -3.0610 3.2436 1.7810 0.95
H -4.7498 2.8302 1.4519 0.51
H -5.1493 4.5015 -0.0459 0.45
H -2.9943 4.7773 -3.6916 0.62
H 0.2551 2.0374 -1.9048 -0.35
H 0.2977 3.7683 -2.2999 0.46
H 0.8812 2.5751 -3.4580 0.66
H -1.5666 0.5922 -2.8729 0.33
H -1.0252 0.9031 -4.5287 0.56
H -2.6886 1.2417 -4.0775 0.30
H -0.8840 4.5583 -4.4246 0.47
H -2.1019 3.5256 -5.2018 0.44
H -0.4021 3.1032 -5.2802 0.50
H -5.6242 4.8333 -4.2264 0.36
H -4.4024 6.0799 -4.5039 0.41
H -6.0686 6.5374 -4.2345 0.46
H -6.9340 4.9951 -1.8247 0.42
H -7.0434 6.7193 -2.1648 0.47
H -6.3194 6.1870 -0.6643 0.34
H -3.3453 7.2424 -2.6096 0.35
H -4.1559 7.3325 -1.0437 0.33
H -4.8967 8.0716 -2.4637 0.47
H 1.4102 -3.9903 -3.7247 0.36
H 1.1326 -1.5411 -4.9616 0.36
H 2.3924 -0.3270 -4.7098 0.54
H 0.7947 -0.1173 -3.9751 0.11
H 3.0843 -2.9771 -4.3234 0.51
H 3.4360 -3.2218 -2.6030 0.29
H 4.1167 -1.8530 -3.4763 0.46
H 1.7840 -0.1219 -1.3983 -1.04
H 3.0701 0.2520 -2.5527 0.99
H 3.3241 -0.9824 -1.3333 0.44
C 1.0909 -7.4874 0.8328 -0.87
C -0.1343 -6.7749 0.2831 0.00
N -0.1415 -5.4034 0.7441 -0.13
C 1.0012 -4.6458 0.7979 -0.28
N 0.8486 -3.3597 0.8241 1.02
C 2.0601 -2.5746 0.8551 -0.84
C 3.1101 -3.1998 1.7673 -0.33
C 3.4139 -4.5829 1.2050 -1.19
N 2.1853 -5.3006 0.9197 0.05
C 2.3308 -6.6753 0.4844 -0.56
H 1.1633 -8.4875 0.4069 0.43
H 1.0078 -7.5770 1.9163 0.33
H -1.0468 -7.2573 0.6403 0.48
H -0.1335 -6.8195 -0.8147 -0.44
H -0.9435 -4.8683 0.4484 0.20
H 1.8069 -1.5540 1.1630 -0.44
H 2.4660 -2.5179 -0.1605 -0.01
H 2.7118 -3.2904 2.7806 0.38
H 4.0184 -2.5989 1.7996 0.33
H 3.9923 -5.1687 1.9289 0.51
H 4.0159 -4.4890 0.2895 0.33
H 3.2046 -7.0977 0.9839 0.36
H 2.5110 -6.7026 -0.6003 0.25
Se 1.8819 2.8076 5.0740 0.54
N 1.2369 4.3610 4.7644 -1.00
C 0.4333 4.3159 3.6801 0.20
C -0.0685 5.4459 3.0419 -1.31
C -0.7348 5.2557 1.8464 -1.40
C -0.8851 3.9780 1.3456 -0.07
N -0.4745 2.8576 1.9736 1.49
C 0.1741 3.0259 3.1211 -0.32
N 0.6856 1.9902 3.9121 0.16
H 0.1288 6.4239 3.4476 0.49
H -1.1137 6.0911 1.2824 0.60
H -1.3442 3.8345 0.3829 -0.21
```

**Kohn-Sham gap**: 5.46 eV
**LUMO**: -0.22204 Eh
**Energy relative to the best compared isomer or geometry (same formula, charge and spin)**: 514.6 kJ/mol
**M**: 1285.4 Da
**Net charge**: +2
**Maximum force**: 5.39 eV Å⁻¹
**E**: -153296.768 eV